(1)
Molecular formula: C4H6N2OS
Method: DFT, ωB97M-V with the def2-TZVPD basis set

The geometry in ORCA input format:
```
! wB97M-V def2-TZVPD RIJCOSX def2/J DEFGRID3
* xyz 0 1
O -0.72945 2.90726 0.26731
N -0.04319 2.36863 1.39983
C 0.04843 1.09907 1.32573
C -0.48601 0.24021 0.26574
C -1.61797 -0.72489 0.59769
N -0.27798 -1.16421 0.33829
C 0.18811 -1.89199 -0.74077
S 1.53419 -1.55578 -1.58324
H -0.55538 3.86101 0.41432
H 0.58087 0.70021 2.20835
H -0.52905 0.74132 -0.68738
H -2.32878 -0.84989 -0.25094
H -2.02512 -0.80409 1.58582
H -0.40108 -2.77941 -0.93395
*
```

Computed properties:
LUMO in eV: 0.05
Structure (SMILES): O/N=C\[C@@H]1CN1C=S

Results of the Löwdin charge analysis, in e, for atoms 1 through 5:
1 O -0.0866
2 N 0.0052
3 C -0.1222
4 C -0.2607
5 C -0.0374

(2)
Molecular formula: C4H6N2OS
Method: DFT, ωB97M-V with the def2-TZVPD basis set

The geometry in ORCA input format:
```
! wB97M-V def2-TZVPD RIJCOSX def2/J DEFGRID3
* xyz 0 1
C -3.02920 -0.60636 -0.15258
C -1.61043 -0.14400 0.13772
N -1.22236 1.14181 -0.00556
C 0.13917 1.08841 0.09972
O 1.01083 2.20543 -0.09584
C 0.59416 -0.17928 0.14101
S 2.15712 -0.95761 -0.16226
N -0.58150 -1.07860 0.16428
H -3.64293 0.30356 -0.10802
H -3.47622 -1.12115 0.66022
H -3.15888 -1.25607 -1.07745
H 1.84834 1.77850 0.29199
H 2.57655 -1.37089 1.13444
H -0.68248 -2.05074 -0.00460
*
```

Computed properties:
LUMO in eV: 0.53
Structure (SMILES): Cc1nc(O)c(S)[nH]1

Results of the Löwdin charge analysis, in e, for atoms 1 through 5:
1 C -0.0288
2 C -0.3539
3 N 0.1649
4 C -0.3955
5 O 0.0071

(3)
Molecular formula: C4H6N2OS
Method: DFT, ωB97M-V with the def2-TZVPD basis set

The geometry in ORCA input format:
```
! wB97M-V def2-TZVPD RIJCOSX def2/J DEFGRID3
* xyz 0 1
H -2.65314 0.16800 1.11709
N -1.67931 0.01670 1.40027
C -0.83336 0.13323 0.50694
N -0.95820 0.51768 -0.83169
C 0.13554 0.32876 -1.64195
O 0.12131 0.41583 -2.85352
C 1.29770 -0.20835 -0.71485
C 0.67182 -0.00963 0.67396
S 1.12241 -1.27844 1.90499
H -1.87411 0.79645 -1.18852
H 2.17067 0.41949 -0.94680
H 1.52492 -1.26274 -0.93710
H 1.04749 0.96642 1.01361
H -0.09374 -1.00341 2.49756
*
```

Computed properties:
LUMO in eV: 0.59
Structure (SMILES): [H]/N=C1\NC(=O)C[C@@H]1S

Results of the Löwdin charge analysis, in e, for atoms 1 through 5:
1 H 0.0767
2 N 0.1421
3 C -0.4612
4 N 0.1499
5 C -0.4308

(4)
Molecular formula: C4H6N2OS
Method: DFT, ωB97M-V with the def2-TZVPD basis set

The geometry in ORCA input format:
```
! wB97M-V def2-TZVPD RIJCOSX def2/J DEFGRID3
* xyz 0 1
O -2.41435 -1.23897 -0.35640
C -1.20747 -0.40068 -0.51819
C -1.16393 0.77576 0.40620
N -0.36636 1.79513 -0.21029
C 0.83731 1.32463 -0.45610
N 1.17758 0.01538 -0.02084
S 2.64192 -0.73113 -0.21117
C -0.05856 -0.45050 0.59294
H -2.03633 -2.19959 -0.19093
H -0.80660 -0.56072 -1.57200
H -1.93459 0.93796 1.06603
H 1.77692 1.91285 -0.84391
H 3.47579 -0.00009 0.87747
H 0.07866 -1.18004 1.43719
*
```

Computed properties:
LUMO in eV: 0.36
Structure (SMILES): O[C@H]1[C@@H]2N=CN(S)[C@H]12

Results of the Löwdin charge analysis, in e, for atoms 1 through 5:
1 O -0.0949
2 C -0.2523
3 C -0.1548
4 N 0.0636
5 C -0.2213

Computed energy relative to the best compared isomer or geometry (same formula, charge and spin), in the same sequence as the records: 442.3 200.0 82.0 482.5 kJ/mol.
Computed HOMO-LUMO gap, in the same sequence as the records: 0.328 0.338 0.362 0.330 Ha.
Computed strongest force on any atom, in the same sequence as the records: 0.0411 0.1107 0.0563 0.1185 Eh/bohr.